Here is 2 unconnected molecules or ions with the total composition C6H14NOPS at a distorted geometry from the Open Molecules 2025 dataset. Energies are from ωB97M-V/def2-TZVPD.

## Properties
Frontier orbital gap (spin up / spin down) ... 6.8457 / 6.8447 eV
Total charge ... 0

Structure (XYZ):
```
24
Properties=species:S:1:pos:R:3:mulliken_charge:R:1
C -0.315 2.391 -0.550 -0.649
C -1.209 1.863 0.583 -0.591
C -0.091 1.267 -1.551 -1.100
C -0.328 0.862 1.377 -0.705
C 0.601 0.045 -0.893 -0.955
C -0.169 -0.288 0.442 0.003
N 0.077 -3.408 -1.388 -0.659
O 2.226 -1.528 1.367 -0.560
P 0.818 -1.841 1.017 0.684
S 0.149 -3.305 2.304 -0.237
H -0.781 3.159 -1.259 0.257
H 0.618 2.685 -0.232 0.419
H -1.627 2.702 1.112 0.340
H -2.146 1.374 0.120 0.328
H -0.910 0.867 -1.994 0.499
H 0.637 1.458 -2.322 0.386
H 0.577 1.357 1.604 0.379
H -0.892 0.601 2.258 0.381
H 0.640 -0.778 -1.533 0.471
H 1.641 0.322 -0.509 0.400
H -1.183 -0.739 0.144 0.262
H 0.936 -3.072 -1.777 0.235
H -0.582 -2.665 -1.171 0.240
H 1.312 -3.329 2.851 0.174
```